60
Properties=species:S:1:pos:R:3 method="wB97M-V/def2-TZVPD" s2=0.7629 gap_ev="6.12 / 6.48" charge=+1 max_force_ev_per_a=3.95 e_tot_ev=-101690.4431 multiplicity=2
V -2.331 2.136 0.263
O -1.099 7.000 3.476
C -1.451 5.926 2.783
C -2.194 4.866 3.334
C -2.473 3.791 2.525
N -2.021 3.746 1.276
C -1.368 4.757 0.712
C -1.062 5.884 1.430
C -1.145 4.401 -0.755
O -0.631 5.094 -1.571
O -1.630 3.175 -0.930
C -3.341 2.555 2.753
O -3.876 2.282 3.778
O -3.360 1.877 1.610
H -1.418 6.985 4.387
H -2.551 4.887 4.356
H -0.540 6.719 0.985
S -2.622 0.538 -1.542
C -1.405 -0.627 -1.213
N -0.384 -0.811 -2.025
C 0.499 -1.966 -1.863
C 0.686 -2.313 -0.411
N -0.616 -2.448 0.231
C -0.809 -3.429 1.308
C 0.031 -4.660 1.094
C 1.216 -4.841 1.797
C 2.024 -5.938 1.535
C 1.655 -6.856 0.563
C 0.460 -6.693 -0.124
C -0.348 -5.598 0.139
C -1.584 -1.566 -0.042
S -2.983 -1.473 0.851
C -0.008 0.090 -3.127
C 1.328 0.763 -2.868
C 1.488 1.611 -1.780
C 2.704 2.223 -1.527
C 3.785 1.992 -2.365
C 3.633 1.150 -3.455
C 2.413 0.537 -3.706
H 1.457 -1.715 -2.312
H 0.070 -2.814 -2.405
H 1.271 -1.536 0.087
H 1.220 -3.255 -0.323
H -1.867 -3.689 1.313
H -0.579 -2.964 2.272
H 1.507 -4.120 2.552
H 2.950 -6.066 2.079
H 2.297 -7.697 0.339
H 0.162 -7.413 -0.874
H -1.282 -5.471 -0.397
H -0.800 0.825 -3.245
H 0.066 -0.508 -4.037
H 0.650 1.797 -1.136
H 2.802 2.884 -0.675
H 4.733 2.477 -2.178
H 4.469 0.965 -4.115
H 2.312 -0.108 -4.570
S 0.920 0.343 2.854
C -0.124 0.938 1.845
N -0.905 1.363 1.049

***

115
Properties=species:S:1:pos:R:3 method="wB97M-V/def2-TZVPD" gap_ev="6.63 / 6.63" charge=-1 max_force_ev_per_a=0.90 e_tot_ev=-264424.5330 relative_energy_kcal_mol=0.0 multiplicity=1
Pt 1.276 -1.217 -0.134
O -0.701 -1.469 0.538
S -0.682 -0.806 1.889
O -1.812 -1.185 2.687
O 0.628 -0.914 2.493
O -0.828 0.725 1.548
Se 8.402 -0.857 0.679
P 6.881 0.528 0.273
C 6.552 1.626 1.688
C 6.716 1.115 2.972
C 6.427 1.905 4.075
C 5.996 3.213 3.904
C 5.844 3.731 2.627
C 6.112 2.934 1.525
C 7.350 1.580 -1.121
C 8.228 2.644 -0.924
C 8.785 3.297 -2.012
C 8.484 2.878 -3.300
C 7.614 1.817 -3.500
C 7.043 1.171 -2.415
C 5.289 -0.253 -0.096
C 3.983 0.109 -0.472
N 3.258 -1.037 -0.296
N 4.036 -2.002 0.138
N 5.250 -1.556 0.255
P 2.977 1.540 -0.889
Se 1.073 0.868 -1.620
C 3.732 2.585 -2.162
C 3.575 2.153 -3.479
C 4.034 2.931 -4.528
C 4.652 4.147 -4.273
C 4.822 4.576 -2.967
C 4.362 3.799 -1.913
C 2.720 2.459 0.643
C 2.346 3.800 0.637
C 2.016 4.428 1.827
C 2.020 3.710 3.017
C 2.353 2.363 3.018
C 2.715 1.737 1.835
H 7.077 0.101 3.092
H 6.548 1.499 5.071
H 5.777 3.829 4.767
H 5.502 4.749 2.486
H 6.009 3.338 0.532
H 8.499 2.940 0.082
H 9.471 4.119 -1.852
H 8.931 3.379 -4.150
H 7.378 1.488 -4.504
H 6.380 0.327 -2.570
H 3.066 1.217 -3.677
H 3.900 2.589 -5.546
H 5.005 4.758 -5.094
H 5.311 5.519 -2.761
H 4.466 4.167 -0.905
H 2.278 4.347 -0.296
H 1.726 5.471 1.822
H 1.745 4.199 3.943
H 2.327 1.789 3.934
H 2.960 0.682 1.845
C -1.314 3.280 0.736
Si -2.162 1.750 1.391
C -2.847 2.132 3.124
C -3.383 3.573 3.146
C -3.963 1.191 3.586
C -1.680 2.039 4.118
C -3.375 1.084 0.097
C -2.605 0.900 -1.221
C -4.035 -0.257 0.444
C -4.474 2.137 -0.113
H -2.006 4.097 0.522
H -0.758 3.036 -0.172
H -0.589 3.631 1.474
H -4.187 3.729 2.422
H -2.599 4.303 2.938
H -3.789 3.794 4.139
H -4.858 1.294 2.969
H -4.246 1.444 4.615
H -3.647 0.148 3.565
H -0.844 2.683 3.829
H -1.304 1.019 4.201
H -2.021 2.357 5.110
H -1.824 0.145 -1.118
H -2.147 1.828 -1.570
H -3.298 0.559 -1.998
H -3.304 -1.047 0.606
H -4.673 -0.560 -0.395
H -4.664 -0.193 1.332
H -4.067 3.103 -0.423
H -5.071 2.293 0.790
H -5.157 1.799 -0.901
S 1.082 -6.473 -1.819
P 1.627 -5.041 -0.591
S 1.136 -3.217 -1.413
C 0.893 -5.226 1.068
C 0.353 -6.456 1.431
C -0.206 -6.629 2.689
C -0.237 -5.573 3.590
C 0.302 -4.344 3.234
C 0.872 -4.176 1.982
C 3.423 -5.089 -0.305
C 3.990 -5.175 0.959
C 5.370 -5.152 1.109
C 6.189 -5.037 0.000
C 5.626 -4.966 -1.269
C 4.251 -4.997 -1.421
H 0.359 -7.263 0.709
H -0.629 -7.588 2.961
H -0.689 -5.705 4.565
H 0.273 -3.505 3.917
H 1.297 -3.217 1.719
H 3.358 -5.236 1.836
H 5.802 -5.190 2.101
H 7.264 -4.986 0.122
H 6.263 -4.879 -2.141
H 3.805 -4.941 -2.407

***

51
Properties=species:S:1:pos:R:3 method="wB97M-V/def2-TZVPD" gap_ev="6.13 / 6.09" charge=+3 max_force_ev_per_a=5.39 e_tot_ev=-74606.4786 multiplicity=1
C 1.280 0.180 -3.338
C 0.280 -0.058 -2.364
H 0.896 0.171 -4.370
H 2.045 -0.609 -3.208
H 1.768 1.159 -3.101
O -0.894 -0.161 -2.167
I 1.366 0.368 3.495
Ce -0.671 -0.092 1.345
P -0.157 2.695 0.291
C -1.646 3.709 0.596
C 1.053 3.475 1.419
H 1.109 4.548 1.199
H 0.406 4.497 -1.227
H 2.041 3.026 1.277
H 1.448 3.076 -1.525
H -2.096 3.408 1.548
H 0.757 3.314 2.461
C 0.419 3.395 -1.299
H -1.358 4.765 0.645
H -0.242 3.086 -2.126
H -2.380 3.552 -0.203
P 0.086 -2.769 0.122
C -1.311 -3.919 0.308
C 0.806 -3.351 -1.456
H 2.214 -2.845 1.292
H 1.509 -4.476 1.046
H 0.876 -3.395 2.332
C 1.293 -3.438 1.319
H 1.764 -2.849 -1.658
H 0.978 -4.441 -1.393
H -0.933 -4.942 0.208
H -2.042 -3.704 -0.481
H 0.111 -3.142 -2.286
H -1.785 -3.768 1.285
Cl 1.513 -0.055 -0.390
C -4.863 -1.725 3.088
N -4.641 -1.051 1.794
C -5.642 -0.748 0.912
C -5.332 -0.020 -0.217
C -4.004 0.393 -0.413
N -3.021 0.004 0.428
C -3.368 -0.782 1.476
O -2.414 -1.245 2.219
N -3.650 1.247 -1.411
H -4.349 -2.691 3.077
H -5.939 -1.853 3.223
H -4.440 -1.112 3.896
H -6.634 -1.075 1.196
H -6.075 0.264 -0.949
H -4.349 1.304 -2.148
H -2.693 1.171 -1.767

***

18
Properties=species:S:1:pos:R:3 method="wB97M-V/def2-TZVPD" s2=0.7551 gap_ev="9.80 / 7.41" charge=0 max_force_ev_per_a=5.67 e_tot_ev=-8442.4901 relative_energy_kcal_mol=83.8 multiplicity=2
C -0.408 -1.715 1.410
O 0.350 -2.468 2.265
C 0.119 -1.571 -0.086
C -0.726 -0.587 -0.868
C -0.577 0.894 -0.577
C 1.282 2.641 -0.178
C 0.828 1.308 -0.168
H -0.396 -0.595 1.627
H -1.464 -1.967 1.367
H 1.179 -1.291 -0.117
H 0.131 -2.632 -0.476
H -0.576 -0.502 -1.922
H -1.744 -0.987 -0.860
H -0.887 1.357 -1.713
H -1.301 1.327 0.151
H 0.473 3.413 -0.223
H 2.310 2.655 -0.260
H 1.406 0.719 0.630